Entry 1:
Below is the molecule C25H21ClN4O3S, with properties calculated with ωB97M-V/def2-TZVPD.

Geometry (Å):
Cl (-1.69504, -0.59155, 2.32294)
S (-0.51597, -0.73913, -2.68965)
O (-1.16851, 3.50805, -0.36459)
O (-0.01075, -4.03026, -1.55716)
O (1.24306, 0.39754, -0.41092)
N (-1.31703, -2.75015, -0.21924)
N (-2.52187, -0.24948, -1.03406)
N (0.26196, 1.85365, -1.82919)
N (-0.99757, 1.49110, -1.36171)
C (-2.87883, 1.88762, 0.05687)
C (4.26743, 2.23283, 0.36900)
C (-3.25661, 0.55822, -0.20765)
C (-0.02344, -1.00584, 2.08767)
C (2.27640, -0.39992, 2.29894)
C (-4.78344, 2.15276, 1.49338)
C (-4.41152, 0.04311, 0.39055)
C (5.82099, 0.48679, 0.90655)
C (-0.81360, -3.13625, -1.40435)
C (5.33664, -0.26275, -0.15227)
C (-5.16038, 0.83608, 1.22855)
C (4.32135, 0.23456, -0.94893)
C (2.65668, 2.00974, -1.54579)
C (-3.64996, 2.67519, 0.91490)
C (3.78377, 1.48970, -0.69824)
C (2.63642, -1.59735, 1.70784)
C (-1.45198, 0.22118, -1.57314)
C (-0.73971, -3.19273, 1.03447)
C (0.94041, -0.09853, 2.48925)
C (1.66231, -2.49508, 1.31268)
C (-1.65413, 2.40702, -0.52218)
C (1.35610, 1.33352, -1.15835)
C (-1.37644, -2.33993, -2.58149)
C (5.28322, 1.73528, 1.16664)
C (0.31466, -2.22194, 1.50563)
H (3.84842, 3.20708, 0.57855)
H (3.67834, -1.82454, 1.54467)
H (-0.29046, -4.17158, 0.85482)
H (-5.38150, 2.75854, 2.15672)
H (-3.32919, 3.68796, 1.10636)
H (1.93879, -3.42256, 0.83413)
H (5.75198, -1.23820, -0.35927)
H (-1.91315, -1.92919, -0.19417)
H (0.29362, 2.80910, -2.16720)
H (0.64305, 0.83902, 2.93379)
H (6.61402, 0.09876, 1.52890)
H (5.65447, 2.32369, 1.99326)
H (3.93786, -0.35566, -1.76782)
H (2.83546, 1.79455, -2.60230)
H (-4.68982, -0.97849, 0.18433)
H (-2.44039, -2.13638, -2.48048)
H (-1.15432, -2.85526, -3.51431)
H (2.54647, 3.08925, -1.42474)
H (-6.04914, 0.43372, 1.69158)
H (3.03376, 0.30879, 2.59677)
H (-1.54057, -3.28086, 1.77324)

Computed properties:
SMILES ... O=C(CSc1nc2ccccc2c(=O)n1NC(=O)Cc1ccccc1)NCc1ccccc1Cl
ΔE to the lowest compared entry with this formula, charge and spin ... 0.0 kcal per mole
Strongest force on any atom ... 0.76 eV/A
Net charge ... 0
E ... -61728.357 eV
M ... 492.99 g/mol

These are the Mulliken partial charges, in e, on atoms 1 to 8: -0.1779 -0.1072 -0.7210 -0.6729 -0.1437 0.1032 -0.3137 -0.8475


Entry 2:
Below is a structure of composition C17H13BrEuF6I2N4O6S4 in a non-equilibrium geometry, with properties calculated with ωB97M-V/def2-TZVPD.

Geometry (Å):
Eu (-0.05062, 0.58526, 0.07171)
I (1.40515, 3.94189, 0.77474)
I (-0.61887, 3.06733, -2.08666)
Br (-0.55210, -3.45815, -0.57824)
S (-1.37212, 2.17706, 2.66290)
S (1.95363, -0.97191, -4.53257)
S (-3.94552, -1.39163, -2.32061)
S (-0.93790, -0.34278, 2.56017)
F (-0.14962, -2.69446, 3.07687)
F (-2.08565, -2.22369, 3.93643)
F (-3.11080, 3.27160, 4.26013)
F (-3.85623, 2.79875, 2.27706)
F (-2.49118, 4.46231, 2.55178)
F (-0.27012, -1.42142, 4.82621)
O (-1.33464, 2.05878, 1.17756)
O (-0.23940, 2.76250, 3.29525)
O (2.00254, 1.00998, -0.04910)
O (3.87909, 0.69682, 1.15210)
O (0.44887, 0.09891, 2.31177)
O (-1.50059, -0.85600, 1.30045)
N (0.80878, -0.07443, -2.44922)
N (1.34663, -1.57478, 0.14062)
N (-1.81741, 0.74799, 3.25056)
N (-1.87313, -0.16612, -1.54580)
C (2.87025, 0.30002, 0.63259)
C (2.51427, -1.18158, 0.70938)
C (-2.49093, -1.67981, -3.16279)
C (1.86358, -3.81687, 0.82497)
C (-3.89924, 0.44172, -0.21862)
C (-1.49342, -0.93790, -2.63053)
C (-3.15485, -0.29769, -1.28428)
C (-2.82792, 3.26045, 2.97669)
C (3.16703, 0.76817, -2.76007)
C (1.94300, -0.02619, -3.09992)
C (3.03917, -3.38999, 1.41033)
C (0.33630, -1.42156, -4.26774)
C (-0.11630, -0.85079, -3.12810)
C (-0.86688, -1.78118, 3.71267)
C (1.09891, 4.20263, -1.42983)
C (3.37042, -2.04733, 1.35065)
C (1.05701, -2.86853, 0.21771)
H (-0.19741, -2.04906, -4.96497)
H (-2.45036, -2.37405, -3.98795)
H (3.49673, 1.33440, -3.63169)
H (1.55853, -4.85274, 0.84580)
H (0.91284, 5.25279, -1.65139)
H (1.96464, 3.81620, -1.96760)
H (2.97406, 1.44636, -1.93959)
H (-4.95399, 0.52532, -0.47527)
H (4.27604, -1.64564, 1.78270)
H (-3.48499, 1.44015, -0.09756)
H (3.98853, 0.10955, -2.46886)
H (3.69038, -4.10136, 1.90329)
H (-3.82423, -0.07931, 0.73587)

Computed properties:
ΔE to the lowest compared entry with this formula, charge and spin ... 4.4 kcal per mole
Strongest force on any atom ... 3.78 eV/A
Net charge ... +1
<S²> ... 12.009
E ... -201301.035 eV
M ... 1097.25 g/mol
2S+1 ... 7

These are the Mulliken partial charges, in e, on atoms 1 to 8: 0.4845 0.1357 0.1449 -0.0094 1.2568 -0.2251 -0.1960 1.2882


Entry 3:
Below is a structure of composition C43H45N5O2PbS3 in a non-equilibrium geometry, with properties calculated with ωB97M-V/def2-TZVPD.

Geometry (Å):
Pb (-0.39966, -0.25522, 0.32847)
S (-2.84445, -0.72985, 2.51144)
S (-4.05673, -3.96666, 0.83930)
S (-3.55212, -0.63435, -0.93667)
O (-2.11059, -4.27945, -4.65900)
O (-1.34356, -5.26684, -2.76549)
N (1.12270, -4.13769, 4.09487)
N (0.12303, 1.62224, -3.47204)
N (2.07551, -1.26603, 0.07782)
N (-0.94305, 1.77059, -0.82137)
N (0.54922, -0.79175, -2.28095)
C (-3.67189, -2.37577, -1.43984)
C (-1.46907, -4.36670, -3.61512)
C (0.85722, 0.72668, 3.17448)
C (3.47026, 0.53683, 3.95500)
C (2.43210, 1.35218, 3.56128)
C (-0.66929, 0.61313, -3.84872)
C (-0.79648, 3.15445, -0.41024)
C (-1.00301, 5.45408, -1.13069)
C (-0.94055, 3.04038, -5.07929)
C (3.23917, -2.86277, -1.25539)
C (-0.19931, 3.55399, 0.79477)
C (1.61838, -4.15119, 2.68548)
C (-0.36815, -0.73119, -3.26122)
C (-0.29793, 5.86246, -0.01008)
C (-4.75161, -0.50427, 0.42134)
C (-1.81073, 2.01647, -5.41565)
C (0.07382, 4.92595, 0.93286)
C (-0.00557, 2.79604, -4.08577)
C (2.38624, -1.47239, 4.96909)
C (0.62149, -0.69152, 3.38447)
C (0.26881, -5.33572, 4.37125)
C (-0.95293, -1.87708, -3.78412)
C (-1.67665, 0.78599, -4.79382)
C (4.31473, -2.83028, -0.39133)
C (0.10318, 3.40072, 3.25092)
C (4.26169, -1.98897, 0.71822)
C (0.12640, 2.69667, 1.96963)
C (-3.15547, -3.54662, 2.34801)
C (1.15988, 1.53957, 4.39284)
C (-0.62882, -3.12199, -3.27353)
C (0.34611, 1.33714, 1.96573)
C (0.55982, 2.86225, 4.38924)
C (2.13659, -2.04788, -0.99683)
C (-3.59936, -2.28106, 3.07794)
C (0.37145, -2.87259, 4.41834)
C (1.16180, -1.59504, 4.23818)
C (3.42637, -0.61020, 4.77442)
C (-2.99710, -3.39208, -0.52933)
C (0.98317, -2.01339, -1.92957)
C (-4.19092, 0.15056, 1.66954)
C (-1.23201, 4.10452, -1.32456)
C (3.12184, -1.23609, 0.90891)
C (0.42369, -3.19288, -2.37462)
H (-1.35065, 6.17300, -1.85911)
H (-0.30944, 1.65444, -1.63800)
H (1.93780, -4.19519, 4.71226)
H (-4.98848, 0.29140, 2.40095)
H (3.03788, -0.56468, 1.75613)
H (0.72282, -4.16046, -1.99272)
H (0.75440, -4.11202, 2.02343)
H (-1.68742, -1.85717, -4.57745)
H (0.67489, 3.57570, -3.76355)
H (-0.55934, -5.33150, 3.66542)
H (-1.87620, 1.62689, -1.20922)
H (4.35382, -0.86295, 5.27416)
H (-0.98807, 4.00523, -5.56299)
H (4.45514, 0.87736, 3.65227)
H (5.09360, -1.91095, 1.40374)
H (2.67394, 2.17026, 2.89454)
H (-5.11004, -1.50944, 0.64054)
H (-0.49863, -2.88240, 3.76154)
H (2.17141, -5.07280, 2.52105)
H (0.02327, -2.96786, 5.44865)
H (-3.33853, -2.35362, 4.13664)
H (-2.08353, -3.52185, 2.12287)
H (-3.33166, -4.39381, 3.01599)
H (-0.22304, -1.04762, 2.80566)
H (0.61010, 5.26946, 1.80534)
H (-3.18537, -2.39091, -2.41309)
H (2.25706, -3.28849, 2.51656)
H (-2.74111, -4.27363, -1.12398)
H (-2.07010, -2.98899, -0.11590)
H (-0.10140, -5.28176, 5.39200)
H (-4.68152, -2.16311, 3.02549)
H (-0.38232, 4.36433, 3.29436)
H (-4.72165, -2.61536, -1.60796)
H (1.21238, 0.99016, 5.32552)
H (5.19215, -3.43116, -0.58781)
H (2.58782, -2.25562, 5.69705)
H (-2.57970, 2.16506, -6.16184)
H (-5.59623, 0.08983, 0.07042)
H (0.86873, -6.23148, 4.23480)
H (3.24986, -3.47625, -2.14524)
H (-3.77759, 1.13842, 1.45507)
H (-1.73864, 3.76574, -2.21990)
H (-0.05352, 6.90421, 0.13909)
H (-2.33987, -0.02228, -5.06097)
H (0.46787, 3.37686, 5.33552)

Computed properties:
ΔE to the lowest compared entry with this formula, charge and spin ... 102.3 kcal per mole
Strongest force on any atom ... 1.33 eV/A
Net charge ... +2
E ... -94602.985 eV
M ... 967.27 g/mol

These are the Mulliken partial charges, in e, on atoms 1 to 8: 0.4933 0.4943 -0.1821 0.3430 -0.7108 -0.7433 -0.0094 -0.3554


Entry 4:
Below is a cluster of 2 separate species, C5H13FNO2 in total in a non-equilibrium geometry, with properties calculated with ωB97M-V/def2-TZVPD.

Geometry (Å):
F (-0.01094, -1.99225, -1.03360)
O (-0.68231, 1.55946, 1.43736)
O (-3.57380, -0.29998, 2.63053)
N (2.78252, -0.80023, -0.85629)
C (1.88461, 0.16950, -1.59041)
C (-2.90972, 0.52485, 1.83573)
C (-1.34778, 0.72561, 2.24735)
C (0.55430, 0.28820, -0.84617)
C (-0.42233, -0.70508, -1.40026)
H (-1.38683, 1.02370, 3.32028)
H (-0.42734, -0.64585, -2.48960)
H (0.18507, 1.30067, -0.96075)
H (2.37600, 1.13365, -1.63478)
H (-0.96054, -0.32862, 2.27644)
H (-3.29719, 1.57441, 1.78460)
H (1.75480, -0.19984, -2.60068)
H (2.23975, -1.40689, -0.22988)
H (-2.84259, 0.21032, 0.75106)
H (0.75306, 0.08256, 0.20449)
H (3.30174, -1.40160, -1.50621)
H (-1.43494, -0.51933, -1.05731)
H (3.46445, -0.29328, -0.28188)

Computed properties:
Strongest force on any atom ... 1.01 eV/A
Net charge ... -1
E ... -13692.319 eV
M ... 138.16 g/mol

These are the Mulliken partial charges, in e, on atoms 1 to 8: -0.2644 -0.7418 -0.7985 -1.1575 -0.8463 0.0505 -0.5291 -0.4961